Below is the molecule C3H2ClNO, with properties calculated with ωB97M-V/def2-TZVPD.

Last columns: bonded neighbours and bond lengths (Å).
Cartesian coordinates (Å):
1 N 0.3634 2.3748 -0.1613  C2 1.161
2 C 0.0077 1.2800 -0.0105  N1 1.161, C3 1.450
3 C -0.5079 -0.0128 0.3978  C2 1.450, Cl4 1.764, C5 1.593, H7 1.062
4 Cl -2.1734 -0.3502 -0.0769  C3 1.764
5 C 0.6005 -0.8777 -0.3517  C3 1.593, O6 1.201, H8 1.103
6 O 1.6419 -1.2238 0.1374  C5 1.201
7 H -0.4360 0.0459 1.4559  C3 1.062
8 H 0.5039 -1.2362 -1.3907  C5 1.103

Calculated values
* net charge: 0
* structure (SMILES): N#C[C@@H](Cl)C=O
* molar mass: 103.5 g/mol
* orbital gap: 10.756 eV
* E: -19201.7049 eV
* relative energy (zero: lowest compared OMol25 entry of this formula, charge and spin): 0.938 eV